(1)
85
Properties=species:S:1:pos:R:3 method="wB97M-V/def2-TZVPD" spin_multiplicity=3 homo_ev="-6.3 / -7.6" orbital_gap_ev="4.76 / 6.06" s2=2.02
Pt -0.24623 2.54692 -2.43640
C -1.61494 2.60343 -3.99026
C -1.25650 1.24364 -3.75233
C -0.35582 0.56732 -4.73410
C 0.98132 1.30010 -4.89568
C 1.41251 2.02993 -3.64393
C 1.21816 3.45299 -3.52463
C 0.46613 4.19275 -4.61061
C -0.94605 3.55994 -4.96867
C 0.24143 2.96468 -0.54937
H -2.64077 2.86585 -3.74166
H -1.94727 0.64371 -3.14492
H -0.86757 0.46624 -5.69641
H -0.21437 -0.46108 -4.39362
H 1.73200 0.55257 -5.18069
H 0.93223 2.04056 -5.70649
H 2.27305 1.61169 -3.11688
H 2.00973 3.98116 -2.97127
H 1.10745 4.23235 -5.50085
H 0.31410 5.22774 -4.27379
H -1.61069 4.43652 -5.03370
H -0.90324 3.09948 -5.96355
H -0.31156 3.89215 -0.35278
H 1.31812 3.08112 -0.42760
H -0.16443 2.16825 0.07862
P 2.03449 -1.12339 0.07936
P -1.29243 -1.38303 0.39978
N 3.31518 -0.41470 -0.96597
N 3.16776 -2.27668 0.81732
N -2.65551 -0.11047 -0.27270
N -2.50258 -2.34824 1.07621
C 1.02256 -1.81028 -1.31465
C -0.52572 -2.00670 -1.15019
C 3.78911 0.89491 -0.85369
C 5.07707 0.96543 -1.34747
C 5.39825 -0.32571 -1.87217
C 4.28015 -1.12065 -1.69612
C 3.79185 -1.91812 2.03577
C 4.95239 -2.66274 2.17706
C 5.06466 -3.51978 1.03097
C 3.98442 -3.23154 0.20711
C -2.89551 1.15539 0.22827
C -4.09847 1.68199 -0.24240
C -4.62525 0.70619 -1.12610
C -3.72344 -0.37184 -1.11780
C -3.66952 -2.90294 0.64277
C -4.59359 -3.03844 1.68904
C -4.06118 -2.44143 2.81223
C -2.73863 -1.90105 2.52862
H 1.49956 -2.73940 -1.62269
H 1.23693 -1.07213 -2.09191
H -1.01920 -1.46839 -1.96349
H -0.70441 -3.08085 -1.21416
H 3.16564 1.66607 -0.44431
H 5.72883 1.82156 -1.31384
H 6.34937 -0.63617 -2.27821
H 4.12426 -2.12432 -2.04105
H 3.31773 -1.20329 2.69345
H 5.65756 -2.57844 2.98823
H 5.86305 -4.21785 0.82029
H 3.69278 -3.67085 -0.72707
H -2.20895 1.57680 0.92599
H -4.49501 2.65881 0.03006
H -5.54309 0.80619 -1.70068
H -3.79386 -1.30066 -1.65548
H -3.77509 -3.24984 -0.36747
H -5.57682 -3.48909 1.61253
H -4.53783 -2.29073 3.76240
H -1.90855 -2.24625 3.14062
O -2.78778 -0.32043 2.49642
C -1.80256 0.42310 3.05882
O -1.23914 1.32534 2.45076
C -1.48304 0.11206 4.45649
C -0.25758 0.59853 4.95074
C 0.18194 0.15443 6.18656
C -0.60304 -0.78642 6.88867
C -1.84359 -1.24511 6.39887
C -2.32205 -0.72851 5.20813
N -0.13482 -1.31071 8.10802
O 0.95003 -0.88504 8.56522
O -0.84588 -2.17606 8.67277
H 0.29173 1.34057 4.36530
H 1.12395 0.50837 6.59557
H -2.39075 -2.01006 6.94531
H -3.33316 -0.95735 4.86544

***

(2)
14
Properties=species:S:1:pos:R:3 method="wB97M-V/def2-TZVPD" e_above_lowest_kcal_mol=121.5 spin_multiplicity=1 homo_ev="-7.8 / -7.8" orbital_gap_ev="7.73 / 7.73"
C -1.05559 0.62170 -1.43973
N -1.11887 1.39455 -0.31613
C 0.48403 -0.22706 0.98507
N 0.29534 -1.26294 -0.04311
C 1.71344 0.11271 1.40470
O -0.65159 0.35769 1.22793
H -2.04686 1.38887 0.10170
H -0.41109 -1.93421 0.24666
H 1.14410 -1.73701 -0.33469
H -0.42373 1.05102 -2.21785
H -1.96777 0.13253 -1.79732
H -0.37597 -0.38784 -1.02677
H 2.57645 -0.50289 1.19497
H 1.83809 0.99290 2.01456